Record 1
{"formula": "C2H22NO11", "method": "ωB97M-V/def2-TZVPD", "species": ["O", "O", "O", "O", "O", "O", "O", "O", "O", "O", "O", "N", "C", "C", "H", "H", "H", "H", "H", "H", "H", "H", "H", "H", "H", "H", "H", "H", "H", "H", "H", "H", "H", "H", "H", "H"], "coordinates": [[-1.4947, -2.8640, 1.3160], [-1.6343, -0.0052, 1.3399], [-1.8266, 0.5481, -1.5246], [-0.1275, 3.4074, -0.6438], [0.9502, -2.5782, -1.6035], [0.4484, 0.8260, -0.0801], [-1.6981, -2.1999, -1.2793], [-0.4280, 2.6999, 2.4096], [1.2316, -2.8798, 0.9322], [1.7862, -0.2503, 1.3434], [-3.0414, 2.1977, 0.5398], [2.8409, 0.5543, -1.8967], [3.0070, 0.5233, -0.4521], [1.5732, 0.3101, 0.2681], [3.7723, -0.2431, -0.0521], [-0.9141, 0.3683, -1.4171], [-2.1992, 2.0080, 1.0561], [2.5752, -0.3812, -2.2420], [-2.0027, -1.3405, -1.2768], [-1.0335, -0.0542, 0.5459], [0.2256, -2.6694, 1.0258], [0.0081, 1.9595, 2.7091], [0.3008, 2.5345, -0.5484], [1.5863, -2.1799, 1.3849], [1.2769, -2.3861, -0.8204], [-0.8211, -2.0498, -1.5920], [1.0085, -3.3616, -1.8799], [-2.0685, -2.1955, 1.7936], [-1.6818, -2.7158, 0.3119], [-3.5250, 1.4440, 0.5779], [-2.0498, 1.3477, -0.9437], [3.6451, 1.3834, -0.1240], [-1.0405, 3.3858, -0.3793], [0.0614, 3.0221, 1.5985], [-1.0467, 0.5756, 1.8512], [2.3357, 1.2588, -2.2480]], "forces_ev_per_angstrom": [[-1.452, 0.778, -0.742], [0.793, 0.203, -0.235], [-2.447, 1.461, 0.194], [1.051, 0.894, -0.100], [-3.447, 9.291, -4.285], [1.702, -0.566, -0.959], [-0.283, -2.898, 0.110], [-1.142, 3.183, -2.182], [-3.320, -2.348, -1.372], [-0.841, -0.583, 1.000], [3.620, 4.025, 0.259], [3.571, -4.469, 1.170], [-0.263, -0.116, -0.319], [2.212, 1.456, 1.428], [-1.787, 0.269, -1.106], [1.810, 0.341, 0.337], [-1.665, 0.093, -0.597], [-0.119, 1.121, 0.114], [-1.923, 3.339, 0.112], [-0.660, -0.132, 0.790], [1.737, -0.844, 0.113], [1.936, -2.542, 0.960], [-0.706, -0.350, 0.049], [1.749, 3.003, 1.856], [2.573, 0.409, 6.436], [1.777, -0.620, -0.393], [1.049, -9.751, -2.707], [1.288, -0.886, -1.069], [0.221, -0.045, 1.785], [-2.028, -3.742, 0.339], [0.479, -1.625, -1.040], [-1.471, 0.226, -0.060], [-0.499, -0.468, 0.088], [-0.670, -0.629, 1.129], [-0.361, -0.403, 0.186], [-2.485, 2.923, -1.291]], "mulliken_charge": [-0.79, -0.78, -0.77, -0.72, -0.58, -0.74, -0.75, -0.65, -0.78, -0.81, -0.71, -0.62, -0.70, 0.70, 0.26, 0.42, 0.46, 0.29, 0.45, 0.37, 0.50, 0.30, 0.34, 0.33, 0.30, 0.38, 0.20, 0.29, 0.44, 0.31, 0.38, 0.32, 0.33, 0.37, 0.40, 0.26], "e_homo_ev": -5.46, "charge": -1, "e_above_lowest_kcal_mol": 46.8, "e_lumo_ev": 3.146, "e_tot_ev": -26445.43302, "orbital_gap_ev": 8.60}

Record 2
{"formula": "C2H24O18Y", "method": "ωB97M-V/def2-TZVPD", "species": ["Y", "O", "O", "O", "O", "O", "O", "O", "O", "O", "O", "O", "O", "O", "O", "O", "O", "O", "O", "C", "C", "H", "H", "H", "H", "H", "H", "H", "H", "H", "H", "H", "H", "H", "H", "H", "H", "H", "H", "H", "H", "H", "H", "H", "H"], "coordinates": [[1.4668, -1.6463, 0.1745], [2.8804, 1.7696, -1.4337], [-3.1602, -0.0207, 0.6054], [0.6716, 0.1746, -0.8728], [-2.5193, -2.5815, 0.1629], [0.2490, -2.4898, -1.7220], [0.8873, 3.3616, 0.2796], [0.1297, 2.0615, 2.7705], [-1.6458, 1.6595, -2.4821], [2.5039, -2.2585, 1.9807], [0.7285, 0.2804, -3.4997], [-0.9883, 1.3658, 0.2605], [-0.0059, -3.2395, 1.0811], [3.4555, -0.6610, 3.2866], [-2.6272, 3.2978, 0.0520], [2.6777, -0.1770, 1.2045], [-0.1216, -0.5635, 1.0534], [-1.1976, -0.5140, 3.5080], [2.9097, -1.1428, -1.6089], [-0.1846, 0.3815, 0.0914], [3.0397, -1.0985, 2.1729], [1.9591, 1.6614, -1.1763], [-2.0663, 2.5085, -0.0168], [-3.2013, 3.2777, -0.7064], [0.1145, 2.7858, 0.3487], [1.0620, 1.9403, 2.7353], [-0.8315, -3.6711, 0.8829], [-1.1188, 1.3726, -1.7313], [3.1473, -0.2578, -1.8380], [2.9184, -1.6993, -2.4229], [-3.8672, 0.5516, 0.4037], [-2.0191, 0.8055, -2.7132], [-2.2726, 0.4811, 0.5269], [-2.4996, -2.8874, 1.0544], [0.3518, -0.4655, -3.9606], [-0.1991, 1.5133, 2.0103], [0.5576, 0.1542, -2.5916], [-2.6019, -1.6201, 0.3812], [0.9320, 3.5284, -0.6493], [-0.5068, -2.0871, -2.1496], [-0.8573, -0.4355, 2.6372], [0.3895, -3.2682, -2.2502], [0.1867, -3.6149, 1.9639], [-1.9357, -1.1678, 3.3985], [3.2090, 2.6348, -1.2016]], "forces_ev_per_angstrom": [[1.672, 0.031, 0.813], [0.520, -0.699, -0.978], [2.336, -0.962, 0.263], [-2.120, 1.556, 0.368], [-0.009, 0.483, -0.488], [-0.095, -0.327, -0.547], [0.264, 0.007, 0.424], [-1.567, -0.515, -0.886], [-0.426, -0.370, -0.136], [0.466, -2.113, -0.568], [0.702, 0.117, -2.530], [1.728, -2.022, -1.164], [0.403, -1.666, 1.471], [0.266, -1.756, -2.642], [-0.285, 0.287, 0.439], [1.253, -1.786, 0.216], [-1.683, 2.430, -1.887], [-2.064, -1.506, 1.767], [0.141, -2.789, -0.991], [0.753, -1.373, 2.362], [-1.532, 4.999, 3.196], [0.019, 0.254, 0.465], [-0.253, 0.539, -0.101], [-0.125, -0.028, -0.507], [-0.037, 0.232, 0.358], [1.353, -0.217, -0.011], [-0.558, 0.271, -0.944], [0.332, 0.672, 0.403], [0.280, 1.727, -0.160], [0.061, 1.087, 0.794], [-0.991, 1.172, -0.336], [-0.367, 0.043, -0.503], [-1.788, -0.132, 0.406], [-0.246, -0.717, 1.056], [-0.134, -0.168, -0.223], [0.353, 0.972, 1.497], [-0.238, -0.057, 2.126], [-0.360, 0.027, -0.722], [0.029, 0.419, -0.980], [-0.399, 0.516, 0.258], [0.819, 0.251, -1.505], [0.212, -0.725, -0.169], [0.602, 0.687, -0.337], [0.965, 1.030, 0.226], [-0.249, 0.119, 0.410]], "mulliken_charge": [0.63, -0.75, -0.74, 0.65, -0.67, -0.51, -0.73, -0.70, -0.66, -0.71, -0.62, -0.25, -0.42, -0.72, -0.68, -0.63, -0.04, -0.69, -0.54, 0.81, 0.79, 0.25, 0.44, 0.29, 0.32, 0.34, 0.24, 0.07, 0.22, 0.27, 0.25, 0.33, 0.38, 0.31, 0.30, -0.07, 0.08, 0.28, 0.28, 0.18, 0.34, 0.26, 0.25, 0.29, 0.29], "e_homo_ev": -5.05, "charge": -1, "e_above_lowest_kcal_mol": 0.0, "e_lumo_ev": 1.055, "e_tot_ev": -40369.65400, "orbital_gap_ev": 6.11}